(1)
{
  "formula": "C5H9N4S",
  "method": "wB97M-V/def2-TZVPD",
  "species": ["C", "C", "H", "C", "C", "H", "H", "H", "N", "N", "N", "N", "H", "H", "H", "C", "H", "H", "S"],
  "coordinates": [[-0.8544, 1.0182, 0.2309], [-0.9091, -1.0882, -0.7000], [-3.8670, 0.1336, -0.4965], [-2.8505, 0.0804, -0.4271], [1.3034, 0.0414, -0.0593], [1.7370, 0.5738, 1.9817], [2.5831, -1.7174, 0.6447], [2.4290, -0.5510, -2.0451], [-0.1871, -0.0670, -0.1532], [1.6653, 0.8233, 1.0281], [-2.1653, -1.0097, -0.8304], [1.6379, -1.5476, 0.3414], [-0.2776, 1.7327, 0.5707], [-0.4408, -1.9300, -0.9965], [-2.8822, 1.9663, 0.3641], [-2.2551, 1.1556, 0.1201], [2.2923, 1.5782, 0.9283], [0.9990, -1.8392, 1.0660], [2.0421, 0.6464, -1.5679]],
  "atomic_forces_ev_per_a": [[-3.7, -2.0, -1.4], [0.2, 2.4, 0.9], [-2.7, -0.6, -0.7], [2.0, -1.0, -0.1], [2.0, -5.0, 3.0], [-0.6, -1.4, 0.6], [0.3, 0.5, 0.0], [-0.2, 0.0, 0.2], [-1.3, 1.0, -0.1], [-0.1, 1.7, -0.3], [-2.7, -0.1, -0.2], [-1.1, 2.4, -2.2], [2.7, 3.6, 1.8], [1.9, -2.5, -0.9], [0.1, 1.2, 0.6], [2.5, -0.9, -0.2], [0.6, 0.8, -1.0], [-0.1, 0.2, 0.3], [0.2, -0.1, -0.4]],
  "homo_energy_ev": -13.571,
  "lumo_ev": -4.73,
  "e_above_lowest_ev": 1.3672,
  "multiplicity": 1,
  "total_charge": 1,
  "orbital_gap_ev": 8.8
}

(2)
{
  "formula": "HN2O5",
  "method": "wB97M-V/def2-TZVPD",
  "species": ["N", "O", "H", "O", "O", "O", "N", "O"],
  "coordinates": [[0.8140, 1.1036, 0.5007], [-1.2155, -0.7599, -0.8414], [0.4226, 1.3986, -0.4339], [-0.7650, -1.3363, 1.1649], [-2.6289, -1.9452, 0.2850], [0.0467, 0.6489, 1.3457], [-1.5539, -1.2988, 0.2436], [2.0453, 1.1976, 0.5134]],
  "atomic_forces_ev_per_a": [[-1.0, -0.5, 0.1], [0.0, 0.8, -0.2], [-0.4, -0.5, 0.9], [0.3, -1.0, 1.4], [-0.2, 0.6, 0.3], [2.3, 2.6, -1.3], [-0.5, -1.8, -1.8], [-0.4, -0.2, 0.6]],
  "homo_energy_ev": -4.259,
  "lumo_ev": 4.05,
  "e_above_lowest_ev": 1.3788,
  "multiplicity": 1,
  "total_charge": -1,
  "orbital_gap_ev": 8.3
}

(3)
{
  "formula": "C9H12IN2O4P",
  "method": "wB97M-V/def2-TZVPD",
  "species": ["N", "O", "C", "O", "H", "H", "I", "H", "O", "P", "H", "N", "C", "C", "H", "O", "H", "H", "C", "C", "H", "C", "H", "H", "C", "H", "C", "H", "C"],
  "coordinates": [[2.2965, -2.0550, -0.8193], [-0.0644, -1.4495, 0.7598], [-3.5108, 0.4580, 0.2912], [-0.9612, 3.7262, -0.1095], [-4.4011, -1.5976, 0.2949], [1.5804, -1.7627, -0.1685], [-3.8494, 3.9790, 1.3565], [2.0161, 1.3203, 0.9638], [3.7714, -2.3129, 0.8826], [-2.4123, 3.0044, -0.4077], [-2.3667, -2.7816, 0.4733], [4.4543, -2.7627, -1.2311], [0.9847, 1.6819, 0.9916], [-1.0873, -0.9311, 0.4363], [0.8559, 0.2900, -0.6257], [-4.5675, 0.9779, 0.4470], [4.2728, -2.8192, -2.2148], [1.0557, 2.7654, 0.9345], [3.5220, -2.3721, -0.3063], [-3.4761, -1.0395, 0.3329], [-0.8560, 4.4436, -0.7498], [-1.1139, 0.5255, 0.0635], [5.3658, -3.0028, -0.8883], [0.5790, 1.3486, 1.9456], [-2.2454, 1.2233, 0.0089], [0.1861, 1.8356, -1.0445], [-2.3499, -1.7018, 0.4188], [2.0788, -2.0987, -1.7967], [0.2426, 1.1075, -0.2390]],
  "atomic_forces_ev_per_a": [[-0.2, 0.2, 0.1], [1.6, -0.7, 0.4], [0.8, -0.9, -0.4], [-0.2, -0.5, 0.2], [-0.3, 0.5, 0.1], [0.2, -0.2, -0.1], [0.4, -0.2, 0.0], [-0.1, 0.0, 0.1], [0.1, 0.0, 0.0], [-0.8, 0.5, -0.9], [0.5, 0.0, 0.1], [0.2, -0.1, -0.1], [0.7, -0.2, -0.4], [-1.5, 0.3, -0.2], [-0.1, 0.1, 0.0], [-1.7, 1.1, 0.1], [0.0, 0.0, 0.0], [-0.4, 0.0, 0.2], [-0.1, 0.0, -0.1], [-0.3, 0.3, -0.2], [0.0, -0.1, 0.1], [1.2, 0.4, -0.5], [0.0, 0.0, 0.0], [-0.2, 0.2, -0.1], [-0.5, 0.0, 1.2], [-0.1, 0.1, 0.1], [0.5, -0.1, -0.1], [0.1, 0.0, 0.0], [0.4, -0.6, 0.2]],
  "homo_energy_ev": -8.824,
  "lumo_ev": -1.56,
  "multiplicity": 1,
  "orbital_gap_ev": 7.3
}

(4)
{
  "formula": "C20H12O7",
  "method": "wB97M-V/def2-TZVPD",
  "species": ["H", "H", "O", "O", "O", "C", "C", "C", "C", "C", "C", "C", "C", "C", "H", "C", "H", "O", "H", "H", "O", "C", "C", "O", "C", "H", "C", "C", "H", "H", "C", "H", "O", "H", "C", "C", "H", "C", "C"],
  "coordinates": [[0.5751, -3.2369, -4.2185], [4.6785, 0.4854, 0.5651], [-4.7411, -1.0372, -2.3403], [5.9153, 0.3177, 3.5532], [1.5795, 2.1970, 2.6563], [-3.6188, -0.8230, -1.9350], [5.6448, 0.7704, 2.4789], [2.2176, -0.0339, 2.6789], [-2.0753, 0.3657, -0.3492], [-0.2687, -2.7490, -3.7487], [3.2241, 0.6421, 2.1259], [-3.3714, 0.1132, -0.8029], [-2.4378, -1.4941, -2.5527], [-0.8925, -0.2651, -0.9979], [4.5859, -0.9105, 1.6638], [4.5473, 0.1773, 1.6017], [-2.7846, 2.4791, 2.1910], [3.5037, 3.0328, 1.8144], [-5.4502, 0.5354, -0.5487], [-5.0824, 2.0598, 1.3688], [0.2369, -0.0197, -0.6216], [-4.4510, 0.7316, -0.1856], [-1.8705, 1.2208, 0.7234], [6.2927, 1.8395, 1.9348], [-0.0579, -1.8447, -2.7224], [-1.7244, -3.7439, -4.9736], [2.8548, 2.0817, 2.1379], [-1.1400, -1.2178, -2.1169], [0.9424, -1.6176, -2.3814], [5.6816, 2.5978, 1.9046], [-2.9490, 1.8234, 1.3466], [-3.6526, -2.6147, -3.9064], [0.1070, 0.7462, 3.5655], [2.1328, -1.0972, 2.8508], [-4.2394, 1.5833, 0.8864], [-1.5618, -3.0324, -4.1750], [-0.8637, 1.4027, 1.0689], [-2.6433, -2.4050, -3.5809], [1.1564, 0.9398, 3.0407]],
  "atomic_forces_ev_per_a": [[0.0, 0.0, 0.0], [0.0, 0.1, 0.0], [0.0, 0.0, 0.0], [0.1, 0.1, -0.5], [0.3, 0.3, -0.1], [-0.1, 0.0, 0.0], [0.1, 0.0, 0.3], [0.4, 0.2, -0.2], [0.0, 0.0, -0.1], [0.0, 0.0, 0.0], [0.0, -0.4, -0.1], [0.0, 0.0, 0.0], [0.0, 0.0, 0.0], [0.1, 0.0, 0.0], [0.1, 0.1, 0.0], [-0.4, -0.1, 0.1], [0.0, 0.0, 0.0], [-0.1, -0.3, 0.0], [0.0, 0.0, 0.0], [0.0, 0.0, 0.0], [0.0, 0.0, 0.0], [0.0, 0.1, 0.1], [0.0, 0.1, 0.1], [0.0, 0.1, 0.5], [0.0, -0.1, -0.1], [0.0, 0.0, 0.0], [-0.2, 0.4, 0.1], [-0.1, 0.0, 0.0], [0.0, 0.0, 0.0], [0.0, -0.2, -0.4], [-0.1, 0.0, 0.0], [0.0, 0.0, 0.0], [0.1, 0.2, -0.1], [-0.1, 0.1, 0.0], [0.0, 0.0, 0.0], [0.0, 0.0, 0.0], [0.0, 0.0, 0.0], [0.0, -0.1, -0.1], [-0.2, -0.5, 0.1]],
  "homo_energy_ev": -9.930,
  "lumo_ev": -1.27,
  "multiplicity": 1,
  "orbital_gap_ev": 8.7
}